{
  "formula": "C6H10N2S",
  "method": "the ωB97M-V functional and the def2-TZVPD basis",
  "elements": ["C", "C", "C", "C", "C", "C", "N", "N", "S", "H", "H", "H", "H", "H", "H", "H", "H", "H", "H"],
  "coordinates": [[-2.086, -0.778, -0.155], [-3.127, 0.157, -0.201], [-0.916, -0.006, -0.420], [0.764, -1.744, -0.913], [1.517, 2.070, 0.511], [0.454, -0.344, -0.473], [-2.654, 1.337, -0.491], [-1.410, 1.276, -0.643], [1.687, 0.779, -0.775], [-2.160, -1.687, 0.348], [-4.248, 0.024, -0.165], [0.442, -2.632, -0.292], [0.322, -2.029, -1.776], [1.900, -1.816, -0.944], [1.068, 1.483, 1.324], [0.859, 2.841, 0.295], [2.552, 2.439, 0.866], [0.408, -0.399, 1.729], [-0.998, 2.044, -1.041]],
  "forces_ev_per_a": [[1.1, 2.1, -0.1], [-1.5, -0.8, -0.1], [-2.0, 0.4, -0.2], [3.1, -0.8, 3.3], [2.0, -1.9, 1.4], [-0.8, -1.4, 1.6], [-4.5, 2.0, -0.4], [2.5, -3.4, 1.0], [1.2, 1.2, -0.3], [0.2, -1.6, 0.1], [1.6, 0.1, 0.3], [0.2, 1.4, 0.3], [-1.2, -0.2, -3.4], [-1.4, -0.2, -0.3], [0.2, 0.2, 0.2], [-1.0, 1.6, -0.7], [-1.7, -0.6, -0.9], [0.3, 0.0, -0.9], [1.7, 1.8, -0.9]],
  "homo_ev": [-8.80, -7.28],
  "gap_ev": [8.18, 6.76],
  "total_energy_ev": -20194.5125,
  "de_lowest_kj_mol": 419.73
}